Entry from the OMol25 dataset: a structure of composition C36H27BrF5O4Pd (ωB97M-V with the def2-TZVPD basis set).

Structure (XYZ):
```
74
Properties=species:S:1:pos:R:3:forces:R:3
Pd -0.768736 0.088372 -0.361741 -0.099 0.560 0.332
Br -1.622258 3.492291 0.659634 0.309 -1.128 -0.366
C 1.493693 -5.301900 -0.193328 -1.399 4.132 -1.163
C 0.770624 -4.066804 -0.559077 0.442 -0.595 1.225
C -0.594600 -4.307777 -1.287702 0.929 0.211 0.955
O -1.209076 -3.281344 -1.461322 -1.446 0.490 -0.861
C -1.086042 -5.667039 -1.572103 -0.604 3.424 0.201
C -0.295568 -6.738773 -1.330099 1.023 -3.955 -2.056
C 0.996548 -6.546142 -0.541054 1.873 -3.719 3.118
O 1.592664 -7.530519 0.054485 -1.963 1.453 -2.323
O -0.610580 -7.819326 -1.946930 1.066 1.569 1.914
O 1.019512 -2.894110 -0.170422 -0.168 -1.976 -0.875
H 2.347497 -5.159758 0.452603 0.105 -0.469 -0.048
H -2.044084 -5.809055 -2.050012 -0.038 0.096 -0.040
F -2.269746 1.023848 -3.852731 -0.355 -0.093 -0.093
C -1.645699 1.103761 -5.037444 1.148 0.381 -0.843
C -1.321432 -0.075770 -5.723984 0.889 -1.122 0.391
C -0.404942 -0.076100 -6.774783 -0.883 1.005 0.410
C -0.074844 1.158286 -7.234760 1.793 1.558 -1.938
C -0.450097 2.365222 -6.717646 -2.026 0.167 2.672
C -1.209892 2.358408 -5.496540 0.195 -0.900 -1.513
H -1.559630 -1.073326 -5.385543 -0.597 0.198 0.656
H 0.075927 -0.886029 -7.303147 -0.569 -0.619 0.477
H 0.608849 1.279270 -8.062006 0.098 -0.465 -0.388
H -0.247418 3.308859 -7.202281 0.361 -0.055 0.059
H -1.487242 3.278104 -5.002938 -0.025 -0.083 0.182
F -1.303214 -0.345762 3.592993 0.077 0.040 0.697
C -0.989560 -0.386835 4.921108 -0.084 1.050 -0.386
C -0.162666 -1.409058 5.358207 0.029 0.676 0.508
C 0.185773 -1.355708 6.701012 -0.450 0.584 1.132
C -0.274995 -0.324166 7.527786 -0.528 -0.170 0.611
C -1.158355 0.655196 7.093307 1.019 -0.436 -0.723
C -1.443100 0.673592 5.748605 -0.199 -0.696 -0.933
H 0.310067 -2.129583 4.707234 -0.442 -0.085 -0.227
H 0.737959 -2.134998 7.205179 0.396 -0.091 -0.389
H -0.031760 -0.246437 8.577161 0.371 -0.555 0.117
H -1.519562 1.442643 7.738178 0.057 -0.017 0.084
H -1.979538 1.533764 5.376112 -0.227 -0.303 -0.574
F 2.472114 1.381525 2.271801 -0.236 0.291 0.370
C 3.525204 1.729216 3.026824 1.205 -1.389 0.003
C 4.495287 0.756119 3.271545 0.109 -0.060 0.132
C 5.679251 1.156191 3.866088 -0.342 0.078 1.103
C 5.786294 2.425490 4.399196 1.193 0.774 -0.792
C 4.843834 3.395481 4.117259 0.594 -0.044 0.618
C 3.718783 3.019318 3.458247 -2.072 0.209 -1.318
H 4.379239 -0.304744 3.105662 -0.366 0.081 -0.669
H 6.500154 0.478204 4.047294 -0.132 -0.318 -0.107
H 6.726148 2.741355 4.827349 0.074 -0.090 0.282
H 5.020628 4.432380 4.362195 -0.112 0.015 0.221
H 2.926085 3.690967 3.163398 0.044 0.428 0.127
F 2.279009 1.612622 -2.276637 -0.448 0.055 0.270
C 3.402314 2.266759 -2.571002 0.920 0.227 -0.701
C 4.432539 1.544415 -3.134260 0.587 -0.006 -0.268
C 5.619254 2.187378 -3.550386 -0.953 0.166 0.510
C 5.742852 3.555627 -3.306634 0.246 -0.691 0.564
C 4.743754 4.205564 -2.596364 0.970 0.894 -0.852
C 3.545969 3.623256 -2.340200 -1.358 -0.616 1.145
H 4.276672 0.477724 -3.199636 0.196 -0.122 -0.269
H 6.418594 1.610101 -3.991073 0.005 0.008 -0.092
H 6.645939 4.115951 -3.498630 0.165 -0.215 -0.253
H 4.948512 5.221953 -2.294007 -0.286 0.185 -0.022
H 2.756817 4.152398 -1.826734 -0.114 0.077 -0.002
F -5.074742 -0.775789 0.273456 -0.638 0.190 -0.192
C -6.417119 -0.680512 0.155909 -2.008 -0.586 -0.057
C -7.064058 -1.159175 -1.048141 1.563 0.727 1.210
C -8.426958 -1.101757 -1.218475 0.026 0.595 2.924
C -9.180742 -0.739077 -0.039151 0.036 0.982 -1.281
C -8.587022 -0.218547 1.125647 1.009 -0.188 -1.181
C -7.192843 -0.172353 1.243089 1.040 -0.863 -2.003
H -6.498611 -1.530839 -1.889892 0.555 0.158 0.156
H -8.765809 -1.276418 -2.228955 -0.765 -0.264 0.324
H -10.248259 -0.610592 -0.140631 -0.193 -0.224 0.050
H -9.112020 0.318634 1.901661 -0.610 -0.450 -0.023
H -6.691539 0.275877 2.088179 0.017 -0.075 0.067
```
Forces are in eV/Å.

Results
* E_LUMO (alpha / beta): 0.035 / -0.003 Eh
* spin multiplicity: 3
* E_tot: -4890.023062 hartree
* total charge: -1
* HOMO energy (alpha / beta): -0.210 / -0.181 Eh

Löwdin charges, unit e, in atom order: atom 1 (Pd): 0.709, atom 2 (Br): -0.729, atom 3 (C): 0.045, atom 4 (C): -0.332, atom 5 (C): -0.334, atom 6 (O): 0.039, atom 7 (C): 0.095, atom 8 (C): -0.343, atom 9 (C): -0.345, atom 10 (O): -0.032, atom 11 (O): 0.037, atom 12 (O): -0.040, atom 13 (H): 0.112, atom 14 (H): 0.127, atom 15 (F): 0.054, atom 16 (C): -0.275, atom 17 (C): -0.008, atom 18 (C): -0.084, atom 19 (C): -0.157, atom 20 (C): -0.076, atom 21 (C): 0.015, atom 22 (H): 0.112, atom 23 (H): 0.110, atom 24 (H): 0.098, atom 25 (H): 0.099, atom 26 (H): 0.110, atom 27 (F): 0.031, atom 28 (C): -0.242, atom 29 (C): -0.012, atom 30 (C): -0.088, atom 31 (C): -0.110, atom 32 (C): -0.100, atom 33 (C): -0.012, atom 34 (H): 0.119, atom 35 (H): 0.099, atom 36 (H): 0.092, atom 37 (H): 0.103, atom 38 (H): 0.116, atom 39 (F): 0.069, atom 40 (C): -0.274, atom 41 (C): -0.006, atom 42 (C): -0.095, atom 43 (C): -0.112, atom 44 (C): -0.095, atom 45 (C): -0.034, atom 46 (H): 0.116, atom 47 (H): 0.102, atom 48 (H): 0.095, atom 49 (H): 0.106, atom 50 (H): 0.125, atom 51 (F): 0.070, atom 52 (C): -0.295, atom 53 (C): -0.013, atom 54 (C): -0.070, atom 55 (C): -0.103, atom 56 (C): -0.108, atom 57 (C): -0.019, atom 58 (H): 0.115, atom 59 (H): 0.097, atom 60 (H): 0.094, atom 61 (H): 0.104, atom 62 (H): 0.124, atom 63 (F): 0.050, atom 64 (C): -0.226, atom 65 (C): -0.032, atom 66 (C): -0.082, atom 67 (C): -0.089, atom 68 (C): -0.100, atom 69 (C): -0.015, atom 70 (H): 0.106, atom 71 (H): 0.098, atom 72 (H): 0.082, atom 73 (H): 0.097, atom 74 (H): 0.110

Entry from the OMol25 dataset: an isolated molecule of C4H10N2O (ωB97M-V with the def2-TZVPD basis set).

Structure (XYZ):
```
17
Properties=species:S:1:pos:R:3:forces:R:3
C -1.267883 -1.788785 0.891753 -0.660 0.479 0.134
C -0.138430 -0.792941 0.684602 0.261 0.094 0.087
C -0.172283 0.287419 1.779860 -0.385 -0.827 -0.506
O 0.410350 1.328559 1.702396 0.045 0.261 0.298
N -0.203512 -0.267570 -0.644971 0.030 -0.356 -0.615
C 0.855767 0.540132 -1.208465 0.054 -0.344 0.163
N 0.494387 0.795199 -2.603589 0.193 0.035 0.353
H -2.191837 -1.218676 1.055448 -0.018 -0.100 -0.003
H -1.157952 -2.435933 1.755256 0.240 -0.046 0.117
H -1.443679 -2.388894 0.008139 0.244 -0.187 -0.139
H 0.833249 -1.282059 0.811062 0.133 -0.144 -0.025
H -0.830011 -0.007144 2.627445 0.154 0.414 0.315
H -1.127080 -0.067668 -0.999918 0.070 0.338 0.173
H 1.011330 1.459149 -0.641588 -0.054 0.284 -0.370
H 1.796933 -0.035201 -1.134005 -0.150 -0.008 0.188
H 0.379643 -0.115498 -3.038749 0.036 0.087 -0.131
H 1.275633 1.253478 -3.063395 -0.192 0.020 -0.041
```
Forces are in eV/Å.

Results
* E_LUMO: 0.035 Eh
* structure (SMILES): C[C@H](C=O)NCN
* E_tot: -343.129447 hartree
* total charge: 0
* ΔE to the lowest compared entry with this formula, charge and spin: 45.2 kcal/mol
* HOMO energy: -0.307 Eh

Löwdin charges, unit e, in atom order: atom 1 (C): -0.067, atom 2 (C): -0.388, atom 3 (C): -0.214, atom 4 (O): 0.068, atom 5 (N): -0.048, atom 6 (C): -0.321, atom 7 (N): -0.001, atom 8 (H): 0.082, atom 9 (H): 0.077, atom 10 (H): 0.077, atom 11 (H): 0.147, atom 12 (H): 0.121, atom 13 (H): 0.121, atom 14 (H): 0.099, atom 15 (H): 0.116, atom 16 (H): 0.065, atom 17 (H): 0.064

Entry from the OMol25 dataset: a structure of composition C19H23F3HfN2O13 (ωB97M-V with the def2-TZVPD basis set).

Structure (XYZ):
```
61
Properties=species:S:1:pos:R:3:forces:R:3
Hf -13.413348 -10.120551 0.441866 0.064 -1.538 0.641
C -15.550510 -12.591726 1.110508 0.058 -0.234 -0.757
C -14.343116 -12.746458 2.012453 -0.667 -0.745 0.771
O -13.196775 -12.185270 1.392903 0.218 -0.613 -0.157
C -12.440878 -13.252887 0.799276 0.444 -1.086 -0.128
C -11.675723 -12.770695 -0.423521 -0.635 0.467 1.192
O -12.502660 -11.697248 -0.986572 0.724 -0.135 -0.933
C -12.089985 -11.277994 -2.318082 0.251 -1.378 -0.995
C -12.615124 -9.919552 -2.672934 -1.362 -0.525 -1.337
O -13.708958 -9.595272 -1.755710 0.026 0.859 -0.873
C -14.360533 -8.281529 -2.144226 -0.224 -2.857 -1.288
C -14.777105 -7.647742 -0.898404 2.381 0.813 2.773
O -15.004070 -8.649393 0.166395 -1.893 0.300 -0.937
C -16.366048 -9.165896 0.395938 -0.222 -0.734 0.841
C -16.536174 -10.613385 -0.068210 -0.193 0.037 0.080
O -15.336144 -11.390596 0.230912 -0.402 -0.070 0.880
H -16.402402 -12.471756 1.773837 -0.305 0.361 -0.285
H -15.736558 -13.478196 0.468177 0.215 0.757 0.096
H -14.210507 -13.820825 2.295041 0.125 0.813 -0.494
H -14.500728 -12.261596 2.954330 0.015 0.680 0.370
H -13.163779 -14.045614 0.484838 0.601 0.592 0.262
H -11.732697 -13.670598 1.562647 -0.675 0.306 -0.655
H -11.597064 -13.633372 -1.058441 0.073 -0.021 -0.858
H -10.694968 -12.412300 -0.125637 0.019 0.370 -0.366
H -12.467287 -11.958355 -3.123462 0.152 -0.131 1.289
H -10.996858 -11.265243 -2.448331 -0.232 -0.144 0.531
H -13.011949 -10.089627 -3.759120 0.553 1.181 1.924
H -11.829620 -9.179067 -2.605783 -0.144 0.505 -0.059
H -15.169841 -8.524192 -2.869936 0.453 0.027 0.626
H -13.591534 -7.766159 -2.666475 0.426 0.932 -0.310
H -15.511221 -6.893491 -0.999799 -1.396 0.251 0.042
H -13.916521 -7.105098 -0.422788 -0.622 -0.362 -0.736
H -17.152020 -8.562572 -0.028730 0.154 0.495 -0.651
H -16.579070 -9.129696 1.456146 0.617 0.196 0.431
H -16.746708 -10.618527 -1.129269 0.326 -0.437 -0.381
H -17.394862 -11.091024 0.437364 0.351 0.463 -0.184
F -14.469992 -10.358968 5.276588 -0.462 2.077 -1.915
C -14.720279 -9.156851 4.538798 0.202 -0.888 2.660
F -15.978344 -9.238905 4.038609 1.067 0.073 0.390
F -14.641733 -8.164347 5.441925 -0.264 -0.965 -1.281
C -13.683491 -8.978308 3.398972 1.083 1.587 -0.873
O -12.808704 -8.118245 3.375841 -1.860 -2.114 0.299
O -13.968858 -9.801059 2.391644 0.442 0.095 -0.278
O -11.370727 -10.384063 1.017651 -1.282 1.396 0.014
C -11.205785 -9.104871 0.894809 1.396 -0.871 -0.517
O -12.074448 -8.437076 0.194533 0.311 -0.970 1.234
C -9.917640 -8.636741 1.361434 0.643 1.438 0.455
C -9.490734 -7.330241 1.084292 0.849 -1.053 0.159
C -8.141924 -7.053446 1.259043 -0.213 0.156 0.363
C -7.195054 -7.933209 1.816235 -0.034 1.539 -0.529
C -7.721338 -9.097640 2.257450 -2.087 -0.855 -0.189
C -9.042607 -9.482634 2.029493 0.098 0.119 -0.409
N -6.901017 -10.055261 2.899634 3.445 -2.662 1.248
O -5.665867 -9.806253 2.849294 -2.983 -0.892 0.476
O -7.411079 -11.090886 3.400484 1.095 2.607 -1.139
N -7.689883 -5.714592 0.902879 0.696 1.687 -0.954
O -8.481005 -4.989682 0.280688 1.124 -1.061 1.057
O -6.535380 -5.426585 1.206999 -1.475 -0.183 -0.360
H -10.200983 -6.625186 0.728439 -0.090 0.693 -0.427
H -6.120100 -7.704451 1.918423 -0.873 0.036 -0.070
H -9.338562 -10.468660 2.310707 -0.104 -0.384 0.221
```
Forces are in eV/Å.

Results
* E_LUMO: -0.239 Eh
* E_tot: -2172.436466 hartree
* total charge: +2
* ΔE to the lowest compared entry with this formula, charge and spin: 0.0 kcal/mol
* HOMO energy: -0.568 Eh

Löwdin charges, unit e, in atom order: atom 1 (Hf): 1.916, atom 2 (C): -0.050, atom 3 (C): -0.149, atom 4 (O): -0.249, atom 5 (C): -0.107, atom 6 (C): -0.092, atom 7 (O): -0.236, atom 8 (C): -0.122, atom 9 (C): -0.123, atom 10 (O): -0.264, atom 11 (C): -0.058, atom 12 (C): -0.093, atom 13 (O): -0.248, atom 14 (C): -0.076, atom 15 (C): -0.098, atom 16 (O): -0.233, atom 17 (H): 0.143, atom 18 (H): 0.155, atom 19 (H): 0.168, atom 20 (H): 0.125, atom 21 (H): 0.152, atom 22 (H): 0.177, atom 23 (H): 0.147, atom 24 (H): 0.137, atom 25 (H): 0.157, atom 26 (H): 0.156, atom 27 (H): 0.188, atom 28 (H): 0.137, atom 29 (H): 0.165, atom 30 (H): 0.133, atom 31 (H): 0.146, atom 32 (H): 0.154, atom 33 (H): 0.150, atom 34 (H): 0.128, atom 35 (H): 0.136, atom 36 (H): 0.154, atom 37 (F): 0.087, atom 38 (C): -0.433, atom 39 (F): 0.142, atom 40 (F): 0.179, atom 41 (C): -0.399, atom 42 (O): 0.157, atom 43 (O): -0.151, atom 44 (O): -0.072, atom 45 (C): -0.467, atom 46 (O): -0.048, atom 47 (C): -0.097, atom 48 (C): 0.118, atom 49 (C): -0.078, atom 50 (C): 0.140, atom 51 (C): -0.134, atom 52 (C): 0.118, atom 53 (N): -0.288, atom 54 (O): 0.103, atom 55 (O): 0.085, atom 56 (N): -0.321, atom 57 (O): 0.087, atom 58 (O): 0.117, atom 59 (H): 0.133, atom 60 (H): 0.165, atom 61 (H): 0.131

Which value of E_tot does entry 3 give? -2172.436466 hartree

Which of these has the highest total charge? C19H23F3HfN2O13